# C19H18IN3O3PbS

C19H18IN3O3PbS as an isolated structure at a distorted geometry (wB97M-V/def2-TZVPD, the OMol25 dataset).

```
46
Properties=species:S:1:pos:R:3:lowdin_charge:R:1
C 1.331 4.418 1.484 -0.5993
C 3.032 -0.187 0.513 -0.2320
H 1.285 5.329 0.877 0.0175
H 2.148 3.823 1.057 -0.0898
H 1.514 4.686 2.529 0.0301
H 3.019 -0.257 -0.587 0.0133
H 4.060 0.005 0.863 0.0528
H 2.649 -1.116 0.949 0.0414
C -2.324 1.055 -0.786 -0.1045
C -3.646 0.877 -1.245 -0.0047
C -3.900 -0.217 -2.078 -0.0053
C -2.852 -1.082 -2.392 0.0390
H -2.081 1.906 -0.141 0.0094
H -4.416 1.586 -0.951 0.1223
H -4.897 -0.398 -2.477 0.1317
H -2.975 -1.931 -3.061 0.1197
N -1.328 0.237 -1.095 0.1715
C -1.572 -0.860 -1.821 -0.1987
C -0.486 -1.862 -1.954 -0.2262
N 0.739 -1.494 -1.574 0.1007
C 1.709 -2.394 -1.530 -0.1363
C 0.288 -4.122 -2.391 -0.0197
C 1.537 -3.728 -1.922 -0.0164
H 2.670 -2.053 -1.148 0.0811
H 2.383 -4.403 -1.843 0.1186
C -0.745 -3.183 -2.392 0.0229
H -1.757 -3.437 -2.689 0.1096
H 0.109 -5.136 -2.740 0.1263
Pb 1.803 1.515 0.939 1.5254
I -0.719 3.786 1.418 0.9685
O -0.705 -1.728 0.997 0.2110
C -0.171 -1.291 2.019 -0.3897
N 0.315 0.002 2.162 -0.1975
S 0.701 0.463 3.709 0.6176
O 2.093 0.929 3.644 -0.3490
O -0.290 1.329 4.287 -0.2545
C 0.533 -1.188 4.305 -0.2193
C 0.719 -1.618 5.613 0.0036
C 0.467 -2.967 5.895 -0.0042
C -0.008 -3.825 4.883 -0.0116
C -0.247 -3.348 3.590 0.0279
C 0.045 -2.012 3.305 -0.1351
H 1.048 -0.907 6.369 0.1384
H 0.634 -3.348 6.903 0.1304
H -0.190 -4.874 5.119 0.1278
H -0.650 -3.975 2.794 0.1353
```

As for the total charge: +2. The energy is -54770.049 eV. The calculation puts the HOMO energy (spin up / spin down) at -14.566 / -14.418 eV. The energy above the lowest of the compared OMol25 structures with the same formula, charge and spin comes out at 24.4 kcal/mol. Its molar mass is 702.54 Da. For the LUMO energy (spin up / spin down), the calculation gives -0.3690 / -0.3922 Eh. The calculation puts the HOMO-LUMO gap (spin up / spin down) at 4.53 / 3.75 eV.